Entry 1:
CH7NO2 | ωB97M-V with the def2-TZVPD basis set

The geometry in ORCA input format:
```
! wB97M-V def2-TZVPD RIJCOSX def2/J DEFGRID3
* xyz 0 1
C 2.0017 0.2088 0.1650
N 1.1387 0.0408 1.0546
H 1.6512 0.6822 -0.7588
H 3.0414 -0.0301 -0.0685
H 1.2706 -0.4380 1.9386
H -1.6556 -0.7173 0.6358
H -0.9528 0.3044 1.1482
O -1.7629 -0.1678 1.4283
H -0.4247 0.0795 -3.0610
H -1.1354 0.8208 -1.9844
O -0.9294 -0.0719 -2.2591
*
```

HOMO energy (eV): -10.078
SMILES string: C=N.O.O
Gap between HOMO and LUMO (eV): 10.713

Entry 2:
CH7NO2 | ωB97M-V with the def2-TZVPD basis set

The geometry in ORCA input format:
```
! wB97M-V def2-TZVPD RIJCOSX def2/J DEFGRID3
* xyz 0 1
C 2.7637 0.3231 1.6720
N 2.6921 -0.0634 0.4653
H 3.4730 -0.2861 2.2468
H 2.3170 1.2380 2.0527
H 2.8452 -1.0615 0.3385
H 0.0905 -4.3194 -0.7520
H -0.2802 -4.4222 -2.3464
O -0.3486 -3.9680 -1.4930
H -4.1220 4.1053 -0.0956
H -4.7821 4.6482 -1.2714
O -4.6486 3.8059 -0.8168
*
```

HOMO energy (eV): -9.558
SMILES string: C=N.O.O
Gap between HOMO and LUMO (eV): 10.521